Record 1
The following is a quantum chemistry calculation of a cluster of 11 separate species, C5H33N2O11 in total at a distorted geometry, from OMol25.

**Highest occupied orbital energy**: -12.610 eV
**Multiplicity**: 1
**E_tot**: -31218.674 eV
**Charge**: +1
**Energy above the lowest of the compared OMol25 structures with the same formula, charge and spin**: 31.6 kcal/mol

Cartesian coordinates (Å):
C: -0.528 -3.037 0.306
O: -1.501 -3.204 -0.710
C: 0.795 -2.537 -0.284
C: 0.578 -1.541 -1.424
C: -0.392 -0.408 -1.157
N: -1.929 1.717 0.116
C: -0.615 1.511 0.396
N: 0.072 0.457 -0.080
H: -0.428 -3.987 0.863
H: -1.036 -2.344 0.975
H: -1.374 -4.035 -1.219
H: 1.466 -3.394 -0.607
H: 1.415 -2.008 0.570
H: 1.641 -1.101 -1.692
H: 0.231 -2.153 -2.285
H: -0.592 0.178 -2.113
H: -1.394 -0.859 -0.907
H: -2.439 1.277 -0.588
H: -2.325 2.642 0.342
H: -0.066 2.177 1.170
H: 1.020 0.274 0.331
H: 2.603 2.851 0.666
H: 3.447 3.169 1.919
O: 2.769 2.642 1.604
H: -4.028 -0.099 -2.891
H: -3.538 -0.337 -1.383
O: -3.567 0.321 -2.106
H: 1.377 1.446 2.703
H: 1.587 -0.127 2.665
O: 0.907 0.621 2.517
H: 2.686 1.438 -0.935
H: 3.296 2.573 -1.732
O: 2.585 2.336 -1.078
H: -2.255 -0.568 3.153
H: -1.025 -0.288 2.365
O: -1.868 -0.712 2.358
H: 3.077 -0.533 1.115
H: 2.984 0.926 1.088
O: 2.857 0.184 0.524
H: -2.936 -2.296 -0.315
H: -3.122 -1.124 0.727
O: -3.483 -1.471 -0.112
H: -2.014 2.448 -3.690
H: -2.295 1.283 -2.696
O: -1.595 1.867 -3.062
H: 2.362 -2.193 2.875
H: 3.385 -1.191 3.468
O: 2.744 -1.306 2.772
H: 0.916 2.863 -1.347
H: -0.428 2.650 -1.964
O: -0.026 3.003 -1.211

---

Record 2
The following is a quantum chemistry calculation of a cluster of 3 separate species, C25H38BF6I2N2O6 in total at a distorted geometry, from OMol25.

**Highest occupied orbital energy**: -11.147 eV
**Multiplicity**: 1
**E_tot**: -74977.457 eV
**Charge**: +1

Cartesian coordinates (Å):
C: -4.620 4.635 1.592
O: -3.837 3.863 0.649
C: -4.264 4.089 -0.716
C: -3.243 5.007 -1.575
C: -2.498 4.228 -2.761
C: -1.418 3.204 -2.067
C: -2.029 1.726 -2.271
N: -1.624 0.714 -1.215
C: -2.324 1.109 0.070
C: -2.327 0.025 1.230
C: -3.341 -1.176 1.343
C: -3.323 -2.191 2.532
C: -2.295 -2.066 3.694
C: -1.291 -0.890 3.621
C: -0.189 -0.592 4.774
C: -1.316 0.103 2.438
B: -0.087 0.873 -1.139
N: 0.658 1.033 0.147
O: 0.738 0.940 -2.348
C: -1.842 -0.717 -1.594
I: -0.245 -2.253 -1.588
C: -3.124 -1.268 -1.966
C: -4.460 -0.404 -1.976
I: -3.371 -3.386 -2.517
H: -4.780 5.713 1.228
H: -4.026 4.708 2.581
H: -5.625 4.145 1.872
H: -4.501 3.120 -1.274
H: -5.262 4.672 -0.656
H: -3.786 5.970 -1.915
H: -2.450 5.377 -0.816
H: -1.906 5.018 -3.356
H: -3.186 3.707 -3.507
H: -0.444 3.384 -2.663
H: -1.338 3.550 -0.986
H: -1.639 1.329 -3.281
H: -3.152 1.869 -2.384
H: -3.374 1.488 -0.226
H: -1.802 2.040 0.516
H: -4.152 -1.338 0.565
H: -4.093 -3.045 2.603
H: -2.270 -2.766 4.595
H: -0.373 0.508 5.084
H: 0.882 -0.594 4.339
H: -0.315 -1.290 5.664
H: -0.581 0.988 2.411
H: 0.699 0.094 0.586
H: 1.650 1.246 -0.083
H: 1.152 1.832 -2.352
H: -5.355 -1.106 -2.189
H: -4.717 0.089 -0.963
H: -4.485 0.361 -2.845
C: 4.769 -6.046 0.817
C: 4.614 -5.229 2.085
O: 3.624 -4.202 1.911
C: 2.339 -4.589 2.047
O: 1.993 -5.716 2.292
C: 1.402 -3.395 1.889
F: 1.727 -2.616 0.831
F: 1.425 -2.592 2.974
F: 0.120 -3.758 1.711
H: 4.988 -5.395 -0.034
H: 5.576 -6.773 0.923
H: 3.848 -6.583 0.579
H: 5.555 -4.723 2.312
H: 4.373 -5.860 2.945
C: 3.587 -0.489 -2.773
C: 3.950 0.333 -1.553
O: 5.204 -0.097 -1.005
C: 6.311 0.384 -1.613
O: 6.293 1.123 -2.562
C: 7.568 -0.108 -0.901
F: 7.518 -1.427 -0.616
F: 7.759 0.530 0.273
F: 8.683 0.082 -1.626
H: 3.594 -1.556 -2.533
H: 2.599 -0.216 -3.143
H: 4.310 -0.340 -3.579
H: 3.200 0.182 -0.776
H: 3.972 1.403 -1.779

---

Record 3
The following is a quantum chemistry calculation of a cluster of 2 separate species, C14H16O2 in total at a distorted geometry, from OMol25.

**Highest occupied orbital energy**: -8.241 eV
**Multiplicity**: 1
**E_tot**: -18871.891 eV
**Charge**: 0
**Energy above the lowest of the compared OMol25 structures with the same formula, charge and spin**: 17.1 kcal/mol
**SMILES**: Cc1ccc(O)cc1.Cc1ccc(O)cc1

Cartesian coordinates (Å):
C: 2.765 -2.749 0.122
C: 2.543 -1.415 -0.511
C: 1.277 -0.923 -0.844
C: 1.140 0.386 -1.326
C: 2.252 1.186 -1.477
O: 2.128 2.465 -1.946
C: 3.522 0.648 -1.276
C: 3.673 -0.618 -0.766
H: 2.652 -2.809 1.205
H: 3.804 -3.058 -0.068
H: 2.246 -3.599 -0.321
H: 0.500 -1.653 -1.036
H: 0.178 0.829 -1.555
H: 2.980 2.810 -2.131
H: 4.394 1.291 -1.353
H: 4.625 -1.000 -0.426
C: -4.124 -0.415 -0.785
C: -3.181 0.195 0.177
C: -2.051 -0.482 0.616
C: -1.200 -0.037 1.623
C: -1.518 1.193 2.144
O: -0.762 1.771 3.142
C: -2.473 2.027 1.588
C: -3.337 1.535 0.613
H: -4.114 -1.504 -0.686
H: -3.775 -0.332 -1.824
H: -5.143 -0.042 -0.732
H: -1.878 -1.506 0.287
H: -0.257 -0.534 1.802
H: -0.056 1.227 3.463
H: -2.581 3.038 1.949
H: -4.230 2.074 0.330

---

Record 4
The following is a quantum chemistry calculation of a cluster of 2 separate species, C12H15N2S2 in total at a distorted geometry, from OMol25.

**Highest occupied orbital energy**: -11.065 eV
**Multiplicity**: 1
**E_tot**: -37331.512 eV
**Charge**: +1
**Energy above the lowest of the compared OMol25 structures with the same formula, charge and spin**: 7.8 kcal/mol

Cartesian coordinates (Å):
C: -1.584 3.889 -2.078
N: -0.963 2.804 -1.330
C: -1.203 1.456 -1.351
N: -0.391 0.822 -0.492
C: 0.409 1.788 0.113
C: 0.050 3.040 -0.414
C: 0.612 4.249 -0.070
C: 1.626 4.184 0.892
C: 2.029 2.960 1.456
C: 1.426 1.748 1.074
H: -1.074 4.792 -1.736
H: -1.436 3.774 -3.152
H: -2.649 3.970 -1.860
H: -1.949 0.982 -1.979
H: 0.274 5.184 -0.530
H: 2.118 5.102 1.214
H: 2.825 2.965 2.202
H: 1.716 0.782 1.493
C: 0.269 -5.082 1.023
C: 0.607 -4.797 -0.424
S: 0.731 -3.058 -0.917
C: -0.330 -2.146 0.016
S: -1.307 -2.728 1.253
C: -1.090 -4.523 1.384
H: 0.208 -6.170 1.131
H: 1.054 -4.755 1.712
H: 1.612 -5.181 -0.653
H: -0.119 -5.284 -1.084
H: -0.302 -1.054 -0.123
H: -1.868 -5.002 0.779
H: -1.300 -4.711 2.447